(1)
DFT (ωB97M-V/def2-TZVPD) results for 3 unconnected molecules or ions with the total composition C5H6O3 in a non-equilibrium geometry.

Each line ends with the Löwdin charge.
Element x y z (Å)
1 H -1.853 1.661 1.411  0.34
2 H -1.541 -2.211 0.723  0.35
3 C 1.620 2.585 0.071  0.12
4 C -0.103 0.386 0.114  -0.44
5 H 2.134 -0.593 -0.702  0.19
6 C 0.827 1.370 -0.374  -0.02
7 C -0.919 -0.620 -0.688  -0.28
8 H 0.195 -1.824 0.977  0.16
9 O 1.407 -1.388 -0.674  -0.02
10 O -2.204 -1.165 -0.311  -0.11
11 H 1.931 3.771 -0.336  0.10
12 H -0.731 -0.526 -1.707  0.13
13 C 0.329 -1.178 0.028  -0.33
14 O -0.534 0.611 1.576  -0.17

For the HOMO energy, the calculation gives -8.98 eV. The net charge is 0. The calculation puts the frontier orbital gap at 7.71 eV. Its energy above the lowest of the compared OMol25 structures with the same formula, charge and spin is 15.211 eV. The value obtained for the total energy is -11409.201 eV.

=====

(2)
DFT (ωB97M-V/def2-TZVPD) results for a single C5H6O3 molecule in a non-equilibrium geometry.

Each line ends with the Löwdin charge.
Element x y z (Å)
1 H 1.222 2.142 1.330  0.16
2 H -0.413 -1.068 0.843  0.20
3 H 1.466 -3.889 -1.154  0.04
4 C -1.302 1.161 -0.512  -0.16
5 H -0.013 0.603 1.867  0.16
6 C 0.467 1.354 1.089  -0.20
7 H -2.070 0.928 0.363  0.18
8 H -1.728 1.553 -1.382  0.13
9 C 1.081 -2.871 -1.138  0.14
10 C 0.157 -0.601 -0.109  -0.45
11 C 0.866 -1.706 -0.780  -0.01
12 O -0.312 2.016 0.179  -0.08
13 O 1.167 0.260 0.387  -0.09
14 O -0.588 0.119 -0.984  -0.02

For the HOMO energy, the calculation gives -10.33 eV. The net charge is 0. The calculation puts the frontier orbital gap at 11.24 eV. Its energy above the lowest of the compared OMol25 structures with the same formula, charge and spin is 4.345 eV. The value obtained for the total energy is -11420.067 eV.

=====

(3)
DFT (ωB97M-V/def2-TZVPD) results for a molecular structure, C5H6O3Ru in a non-equilibrium geometry.

Each line ends with the Löwdin charge.
Element x y z (Å)
1 H -2.048 1.418 -0.872  0.13
2 H -4.183 1.240 0.441  0.08
3 O -0.156 -0.509 1.639  -0.16
4 C -0.663 -0.338 0.501  -0.07
5 C -3.979 0.608 -0.425  0.11
6 C 2.470 0.138 -0.297  -0.35
7 H -4.804 0.068 -0.892  0.09
8 Ru 1.521 -0.512 2.416  1.55
9 C -2.582 0.456 -0.923  -0.20
10 O 2.632 -0.086 0.922  -0.14
11 C -1.802 -0.573 -0.119  0.08
12 H 0.894 -0.013 -0.474  0.24
13 H -2.230 -1.570 0.022  0.19
14 O 3.194 0.357 -1.212  0.32
15 H -2.583 0.138 -1.976  0.15

For the HOMO energy (spin up / spin down), the calculation gives -15.80 / -19.57 eV. As for the expectation value of S²: 12.105. The net charge is +2. The multiplicity is 7. The calculation puts the frontier orbital gap (spin up / spin down) at 5.12 / 7.10 eV. Its energy above the lowest of the compared OMol25 structures with the same formula, charge and spin is 3.526 eV. The value obtained for the total energy is -13977.031 eV.

=====

(4)
DFT (ωB97M-V/def2-TZVPD) results for a molecular structure, C5H6O3Zn in a non-equilibrium geometry.

Each line ends with the Löwdin charge.
Element x y z (Å)
1 H 2.047 -0.897 0.205  0.14
2 H 0.760 1.604 1.414  0.13
3 O 0.075 -0.399 -0.159  -0.30
4 O -2.033 0.038 -0.931  0.00
5 O -0.591 1.666 -1.657  0.26
6 C -0.989 0.658 -1.185  -0.44
7 H 1.213 0.131 2.307  0.12
8 H 3.329 1.832 0.801  0.11
9 C 1.485 0.775 1.459  -0.19
10 C 2.877 1.334 1.670  -0.22
11 Zn -1.380 -1.351 0.240  1.29
12 C 1.398 -0.011 0.156  -0.23
13 C 3.571 1.231 2.781  0.16
14 H 1.734 0.609 -0.689  0.14
15 H 3.370 1.010 3.831  0.05

For the HOMO energy (spin up / spin down), the calculation gives -11.86 / -12.88 eV. As for the expectation value of S²: 0.763. The net charge is +1. The multiplicity is 2. The calculation puts the frontier orbital gap (spin up / spin down) at 3.93 / 4.95 eV. Its energy above the lowest of the compared OMol25 structures with the same formula, charge and spin is 0.996 eV. The value obtained for the total energy is -59830.464 eV.

=====

net charge of number 2 (C5H6O3)? 0

=====

Look up the net charge of the fourth one. +1